Computed, not measured: a single C12H10 molecule at a distorted geometry, with ωB97M-V/def2-TZVPD.

ORCA input file:
```
! wB97M-V def2-TZVPD RIJCOSX def2/J DEFGRID3
* xyz 0 1
C -0.4278 0.7746 3.4937
C 0.8068 0.2394 3.0135
C 0.9339 -0.1011 1.7195
C -0.0902 0.1435 0.7242
C -1.2509 0.7062 1.1900
C -1.4166 1.0613 2.5192
C 0.0830 -0.1612 -0.7796
C -0.8974 0.1619 -1.6386
C -0.8066 -0.0527 -2.9998
C 0.3976 -0.8113 -3.4657
C 1.3798 -1.1427 -2.5381
C 1.1921 -0.8869 -1.2355
H -0.4961 1.0256 4.4874
H 1.4624 -0.0259 3.7145
H 1.9382 -0.2310 1.4081
H -1.9304 0.9702 0.5250
H -2.2831 1.3952 3.0291
H -1.6485 0.5741 -1.4900
H -1.5196 0.3324 -3.9738
H 0.6467 -1.0934 -4.5786
H 2.3773 -1.4847 -2.6295
H 2.0308 -1.0479 -0.5087
*
```

Computed properties:
ΔE to the lowest compared entry with this formula, charge and spin in kJ/mol: 299.2
Energy in eV: -12602.557
Structure (SMILES): c1ccc(-c2ccccc2)cc1